Record 1
Entry from the OMol25 dataset: 8 unconnected molecules or ions with the total composition C31H39NO23 (ωB97M-V/def2-TZVPD).

```
94
Properties=species:S:1:pos:R:3:mulliken_charge:R:1
C 6.018 -2.337 0.351 -0.55
C 5.860 -1.577 -0.859 -0.39
N 4.587 -1.081 -1.428 0.28
C 3.583 -2.174 -1.665 -1.07
C 2.178 -1.867 -0.941 1.10
C 2.003 -2.410 0.499 -0.07
C 0.672 -2.087 1.235 -0.65
C -0.396 -1.251 0.490 -0.75
C -0.242 -0.736 -0.982 -0.52
C 1.096 -1.054 -1.719 -0.55
C 4.054 0.030 -0.623 0.29
O 4.077 0.089 0.640 -0.50
O 3.459 1.165 -1.263 -0.42
H 5.704 -3.421 0.506 0.30
H 6.513 -1.785 1.237 0.20
H 6.829 -1.287 -1.412 0.34
H 3.916 -3.210 -1.327 0.30
H 3.343 -2.233 -2.790 0.28
H 2.863 -3.011 0.954 0.26
H 0.549 -2.468 2.297 0.47
H -1.356 -1.008 1.050 0.42
H -1.041 -0.123 -1.508 0.33
H 1.349 -0.736 -2.780 0.51
H 3.174 0.931 -2.175 0.33
O -3.162 1.352 -0.949 -0.62
C -2.465 2.331 -1.044 0.70
O -1.511 2.684 -0.142 -0.23
C -0.765 3.752 -0.716 -0.24
C -1.726 4.338 -1.704 -0.45
O -2.533 3.224 -2.067 -0.33
H -0.462 4.469 0.048 0.30
H 0.130 3.341 -1.193 0.18
H -2.362 5.105 -1.263 0.35
H -1.222 4.754 -2.577 0.39
O -6.682 5.057 2.857 -0.55
C -6.547 4.037 2.245 0.60
O -7.441 3.009 2.256 -0.32
C -7.039 2.096 1.244 -0.35
C -5.577 2.381 1.093 -0.03
O -5.478 3.753 1.451 -0.26
H -7.234 1.067 1.551 0.31
H -7.605 2.307 0.332 0.26
H -4.962 1.791 1.779 0.23
H -5.224 2.220 0.073 0.09
O 5.347 6.422 -2.906 -0.53
C 5.587 5.668 -2.008 0.64
O 4.849 5.569 -0.868 -0.33
C 5.314 4.423 -0.168 0.02
C 6.710 4.253 -0.684 -0.34
O 6.635 4.798 -1.994 -0.32
H 5.285 4.588 0.910 0.28
H 4.670 3.573 -0.414 0.01
H 7.443 4.823 -0.105 0.27
H 7.018 3.207 -0.715 0.29
O 0.036 -0.557 5.330 -0.54
C 1.197 -0.342 5.131 0.67
O 1.812 0.847 5.377 -0.33
C 3.209 0.633 5.230 -0.38
C 3.275 -0.562 4.328 -0.01
O 2.071 -1.256 4.628 -0.31
H 3.692 1.510 4.797 0.30
H 3.642 0.439 6.216 0.26
H 3.271 -0.288 3.269 0.07
H 4.145 -1.188 4.529 0.30
O 1.453 -5.324 -3.864 -0.57
C 0.622 -5.360 -3.000 0.49
O -0.111 -6.462 -2.684 -0.37
C -0.806 -6.169 -1.478 -0.11
C -0.872 -4.673 -1.481 -0.07
O 0.291 -4.303 -2.210 -0.09
H -1.795 -6.630 -1.478 0.33
H -0.232 -6.561 -0.636 0.10
H -1.754 -4.293 -2.005 0.20
H -0.850 -4.253 -0.474 0.10
O -2.832 -5.876 1.090 -0.53
C -2.152 -6.656 1.694 0.68
O -2.006 -6.664 3.046 -0.32
C -1.318 -7.860 3.386 -0.37
C -0.590 -8.202 2.121 -0.33
O -1.425 -7.650 1.112 -0.27
H -0.641 -7.694 4.225 0.31
H -2.051 -8.622 3.666 0.27
H 0.394 -7.729 2.063 0.26
H -0.475 -9.278 1.984 0.32
O -3.756 6.347 -1.999 -0.59
C -4.624 5.936 -2.716 0.69
O -4.452 5.624 -4.029 -0.31
C -5.635 4.966 -4.460 -0.29
C -6.667 5.459 -3.492 -0.32
O -5.908 5.722 -2.321 -0.30
H -5.871 5.228 -5.492 0.29
H -5.482 3.885 -4.395 0.25
H -7.142 6.388 -3.822 0.27
H -7.442 4.717 -3.295 0.29
```

Values from the calculation:
SMILES: C=CN(Cc1ccccc1)C(=O)O.O=C1OCCO1.O=C1OCCO1.O=C1OCCO1.O=C1OCCO1.O=C1OCCO1.O=C1OCCO1.O=C1OCCO1
E_HOMO: -8.54 eV


Record 2
Entry from the OMol25 dataset: 7 unconnected molecules or ions with the total composition C31H40BCl2F6NO27 (ωB97M-V/def2-TZVPD).

```
108
Properties=species:S:1:pos:R:3:mulliken_charge:R:1
C -1.890 1.628 -2.015 1.11
O -1.941 0.334 -1.454 -0.46
C -1.159 -0.608 -2.178 -0.98
C 0.355 -0.502 -1.861 0.72
C 0.644 -0.620 -0.333 -0.53
C 0.359 0.794 0.313 1.54
C 1.415 1.208 1.385 -1.96
C 1.637 2.763 1.519 1.11
O 1.161 3.146 2.773 -0.64
C 3.210 2.886 1.415 -0.27
O 3.953 2.505 2.194 -0.47
O 3.586 3.467 0.205 -0.49
C 2.474 3.434 -0.710 1.48
C 2.496 4.497 -1.829 -1.19
C 2.357 3.960 -3.285 -0.86
C 0.865 3.901 -3.748 0.21
Cl 0.475 2.380 -4.624 -0.21
O 2.563 2.061 -1.221 0.14
N 3.907 1.821 -1.536 -0.16
O 4.020 0.781 -2.066 -0.18
C 1.306 3.680 0.322 -0.39
Cl 1.778 5.346 1.009 -0.23
O 0.014 3.797 -0.167 -0.12
B -0.752 4.852 0.393 0.87
O -1.305 4.840 1.684 -0.50
O -1.010 5.937 -0.432 -0.47
H -0.833 1.957 -2.088 -0.77
H -2.397 2.353 -1.361 -0.54
H -2.302 1.701 -3.040 0.44
H -1.297 -0.415 -3.265 0.34
H -1.502 -1.630 -1.934 0.40
H 0.930 -1.258 -2.429 0.26
H 0.696 0.473 -2.261 -0.61
H 1.712 -0.887 -0.230 -0.02
H 0.012 -1.396 0.128 0.43
H 0.278 1.482 -0.532 -1.18
H -0.594 0.656 0.854 0.70
H 1.071 0.831 2.360 0.50
H 2.346 0.652 1.174 0.45
H 0.202 3.014 2.818 0.43
H 1.719 5.267 -1.698 0.31
H 3.471 5.010 -1.763 0.43
H 2.890 3.026 -3.492 0.34
H 2.822 4.726 -3.934 0.44
H 0.670 4.746 -4.427 0.44
H 0.174 4.052 -2.899 -0.39
H -2.200 4.475 1.564 0.26
H -1.136 5.602 -1.335 0.26
O 0.215 -5.061 -0.640 -0.55
C 1.281 -4.661 -0.985 0.41
O 1.639 -3.353 -0.995 -0.18
C 3.028 -3.301 -1.337 -0.16
C 3.220 -4.604 -2.067 0.50
F 4.466 -5.097 -1.885 -0.30
O 2.292 -5.460 -1.425 -0.31
H 3.624 -3.240 -0.426 0.27
H 3.246 -2.437 -1.958 0.00
H 2.999 -4.560 -3.136 0.30
O -3.781 4.464 -1.571 -0.46
C -4.803 3.864 -1.473 0.60
O -5.095 2.725 -2.159 -0.28
C -6.348 2.251 -1.659 -0.48
C -6.962 3.503 -1.097 0.24
F -7.745 3.232 -0.027 -0.29
O -5.832 4.236 -0.664 -0.16
H -6.169 1.494 -0.893 0.29
H -6.946 1.812 -2.454 0.28
H -7.526 4.095 -1.821 0.29
O 6.913 -3.193 -6.037 -0.50
C 6.724 -2.626 -5.016 0.54
O 6.936 -1.296 -4.822 -0.33
C 6.462 -0.978 -3.512 -0.12
C 6.527 -2.313 -2.821 0.17
F 5.548 -2.437 -1.886 -0.14
O 6.269 -3.224 -3.871 -0.28
H 5.444 -0.593 -3.578 0.15
H 7.092 -0.229 -3.038 0.31
H 7.493 -2.540 -2.368 0.21
O -5.645 9.684 0.174 -0.51
C -5.155 8.806 0.799 0.51
O -4.445 8.983 1.949 -0.32
C -4.147 7.685 2.462 -0.45
C -4.231 6.832 1.228 0.55
F -4.666 5.576 1.524 -0.28
O -5.220 7.483 0.458 -0.27
H -4.892 7.409 3.211 0.28
H -3.160 7.660 2.922 0.28
H -3.300 6.773 0.659 0.21
O 3.033 -6.157 2.107 -0.51
C 2.018 -6.765 2.174 0.68
O 1.776 -7.929 1.517 -0.31
C 0.507 -8.407 1.961 -0.42
C -0.154 -7.145 2.442 0.31
F -0.998 -7.392 3.481 -0.24
O 0.936 -6.378 2.915 -0.29
H 0.651 -9.134 2.763 0.29
H -0.038 -8.883 1.148 0.30
H -0.683 -6.588 1.666 0.18
O -3.698 -11.099 7.248 -0.49
C -3.365 -9.971 7.113 0.64
O -2.071 -9.554 7.037 -0.31
C -2.096 -8.157 6.739 -0.19
C -3.456 -7.750 7.236 0.29
F -3.971 -6.739 6.494 -0.28
O -4.229 -8.915 7.019 -0.31
H -1.986 -8.012 5.664 0.12
H -1.290 -7.633 7.250 0.28
H -3.490 -7.480 8.293 0.28
```

Values from the calculation:
SMILES: COCCCCC[C@@]1(O)C(=O)O[C@@](CCCCl)(ON=O)[C@@]1(Cl)OB(O)O.O=C1OC[C@@H](F)O1.O=C1OC[C@@H](F)O1.O=C1OC[C@@H](F)O1.O=C1OC[C@@H](F)O1.O=C1OC[C@@H](F)O1.O=C1OC[C@@H](F)O1
E_HOMO: -9.76 eV


Record 3
Entry from the OMol25 dataset: a molecular structure, C31H40FN7O3S4SbTi (ωB97M-V/def2-TZVPD).

```
88
Properties=species:S:1:pos:R:3:lowdin_spin:R:1
Ti 2.367 0.582 -1.184 0.91
C 7.597 0.472 -3.183 0.00
S 6.280 -0.733 -3.384 0.00
C 4.906 0.099 -2.740 0.00
S 3.420 -0.836 -2.847 0.00
N 5.065 1.324 -2.306 0.00
N 3.896 1.851 -1.791 0.00
C 3.904 3.021 -1.306 0.03
C 2.662 3.450 -0.631 0.01
C 2.497 4.705 -0.072 0.00
C 1.285 5.022 0.513 0.01
C 0.260 4.093 0.479 0.00
C 0.499 2.861 -0.095 0.01
N 1.687 2.535 -0.610 0.01
H 8.459 0.058 -3.704 0.00
H 7.833 0.615 -2.131 0.00
H 7.316 1.424 -3.624 0.00
H 4.796 3.638 -1.360 0.00
H 3.318 5.409 -0.093 0.00
H 1.138 5.987 0.980 0.00
H -0.717 4.318 0.883 0.00
H -0.264 2.097 -0.169 0.00
F -3.785 -1.941 0.503 -0.01
C -2.763 -1.558 1.317 0.02
C -1.607 -1.099 0.729 0.14
C -0.535 -0.663 1.538 0.02
C 0.682 -0.243 0.983 0.20
O 0.804 -0.188 -0.343 0.09
C 1.744 0.163 1.861 0.02
C 1.530 0.180 3.196 0.13
N 0.333 -0.203 3.757 0.07
C 0.180 -0.183 5.184 0.01
C -0.808 0.769 5.788 0.00
C 0.667 1.018 5.931 0.00
C -0.709 -0.689 2.959 0.03
C -1.870 -1.193 3.507 0.05
C -2.930 -1.646 2.685 0.14
N -4.106 -2.167 3.307 0.03
C -4.925 -3.135 2.618 0.00
C -5.658 -3.979 3.643 0.00
N -6.480 -3.056 4.516 0.00
C -5.606 -2.024 5.191 0.00
C -4.893 -1.251 4.101 0.01
C 3.100 0.602 1.348 0.00
O 3.730 1.498 1.864 0.00
O 3.460 -0.085 0.263 0.02
H -1.521 -1.064 -0.348 0.01
H 2.301 0.489 3.886 0.01
H 0.299 -1.150 5.664 0.00
H -1.365 0.442 6.657 0.00
H -1.355 1.406 5.106 0.00
H 1.133 0.858 6.893 0.00
H 1.089 1.830 5.355 0.00
H -1.975 -1.269 4.581 0.00
H -4.298 -3.792 2.019 0.00
H -5.657 -2.669 1.938 0.00
H -4.960 -4.495 4.297 0.00
H -6.339 -4.697 3.188 0.00
H -7.018 -3.584 5.199 0.00
H -7.145 -2.564 3.916 0.00
H -4.895 -2.570 5.806 0.00
H -6.241 -1.400 5.818 0.00
H -4.251 -0.498 4.553 0.00
H -5.645 -0.720 3.487 0.00
C -1.303 -4.078 -3.229 0.00
Sb -0.131 -2.318 -2.819 0.00
C -1.819 -1.048 -3.221 0.00
C 0.640 -2.290 -4.820 0.00
H -1.843 -3.936 -4.167 0.00
H -2.021 -4.253 -2.425 0.00
H -0.661 -4.956 -3.314 0.00
H -1.971 -0.999 -4.300 0.00
H -1.685 -0.037 -2.840 0.00
H -2.703 -1.491 -2.759 0.00
H -0.181 -2.430 -5.525 0.00
H 1.357 -3.104 -4.931 0.00
H 1.158 -1.353 -5.028 0.00
S 0.767 1.516 -3.286 0.00
C 1.573 1.888 -4.706 0.00
N 1.147 2.868 -5.506 0.00
C 1.968 3.204 -6.664 0.00
C 2.694 1.914 -6.992 0.00
S 2.975 1.104 -5.389 0.00
H 0.393 3.455 -5.187 0.00
H 2.669 4.002 -6.405 0.00
H 1.340 3.539 -7.488 0.00
H 3.646 2.080 -7.490 0.00
H 2.072 1.253 -7.594 0.00
```

Values from the calculation:
2S+1: 3
ΔE to the lowest compared entry with this formula, charge and spin: 23.51 kcal/mol
net charge: +1
expectation value of S²: 2.04
E_HOMO (alpha / beta): -6.80 / -9.21 eV


Record 4
Entry from the OMol25 dataset: a molecular structure, C31H40HgN4O3S (ωB97M-V/def2-TZVPD).

```
80
Properties=species:S:1:pos:R:3:lowdin_spin:R:1
Hg 0.270 -0.475 0.143 0.35
C -0.157 -2.006 -3.569 0.01
C -1.402 -2.187 -2.711 0.01
N -2.474 -1.287 -3.141 0.00
C -3.380 -1.856 -4.127 0.00
C -4.548 -2.595 -3.476 0.00
C -2.835 -0.235 -2.327 0.01
C -3.766 0.815 -2.895 0.00
N -2.315 -0.102 -1.170 0.03
H 0.643 -2.659 -3.212 0.00
H 0.188 -0.972 -3.503 0.00
H -0.352 -2.237 -4.619 0.00
H -1.166 -1.955 -1.677 0.02
H -1.751 -3.222 -2.749 0.00
H -2.793 -2.556 -4.723 0.00
H -3.751 -1.093 -4.811 0.00
H -4.171 -3.308 -2.739 0.00
H -5.137 -3.139 -4.218 0.00
H -5.204 -1.891 -2.959 0.00
H -4.281 0.519 -3.805 0.00
H -3.166 1.700 -3.113 0.00
H -4.507 1.094 -2.148 0.00
H -2.613 0.744 -0.691 0.00
O -2.884 -8.011 -2.496 0.00
C -1.660 -7.416 -2.468 0.00
O -0.782 -7.869 -3.152 0.01
C -1.516 -6.251 -1.565 0.02
C -2.594 -5.478 -1.128 0.00
C -2.401 -4.415 -0.268 0.02
C -1.121 -4.087 0.215 0.01
S -0.938 -2.858 1.425 0.20
C -0.037 -4.839 -0.273 0.02
C -0.234 -5.894 -1.141 0.00
H -3.454 -7.611 -1.828 0.00
H -3.598 -5.677 -1.493 0.00
H -3.237 -3.809 0.058 0.00
H 0.960 -4.576 0.056 0.00
H 0.597 -6.493 -1.491 0.00
N 6.535 -1.649 5.068 0.00
C 5.692 -1.643 4.288 0.00
C 4.660 -1.644 3.282 0.00
C 3.390 -2.130 3.563 0.00
C 2.460 -2.178 2.535 0.01
N 2.732 -1.776 1.296 0.04
C 3.936 -1.265 1.048 0.01
C 4.939 -1.185 1.999 0.00
H 3.139 -2.469 4.559 0.00
H 1.458 -2.566 2.691 0.00
H 4.102 -0.917 0.034 0.00
H 5.916 -0.794 1.753 0.00
C 0.530 2.615 3.462 0.00
C -0.913 2.171 3.206 0.00
C -1.027 0.644 3.294 0.00
C -1.494 2.697 1.902 0.01
C -2.776 3.230 1.928 0.00
C -3.377 3.775 0.802 0.02
C -2.632 3.845 -0.370 0.00
C -1.347 3.329 -0.452 0.01
C -0.532 3.598 -1.711 0.00
C 0.597 4.577 -1.369 0.00
C 0.030 2.332 -2.366 0.01
C -0.761 2.665 0.674 0.00
O 0.400 2.087 0.577 0.15
H 0.895 2.175 4.395 0.00
H 0.590 3.703 3.545 0.00
H 1.172 2.301 2.642 0.00
H -1.530 2.591 4.007 0.00
H -0.319 0.168 2.612 0.01
H -2.030 0.310 3.025 0.00
H -0.809 0.293 4.308 0.00
H -3.326 3.224 2.866 0.00
H -4.384 4.173 0.844 0.00
H -3.059 4.329 -1.245 0.00
H -1.201 4.081 -2.432 0.00
H 1.303 4.090 -0.695 0.00
H 0.192 5.455 -0.862 0.00
H 1.129 4.906 -2.267 0.00
H 0.739 1.855 -1.693 0.01
H 0.533 2.570 -3.309 0.00
H -0.769 1.616 -2.570 0.00
```

Values from the calculation:
2S+1: 2
ΔE to the lowest compared entry with this formula, charge and spin: 12.20 kcal/mol
net charge: -1
expectation value of S²: 0.76
E_HOMO (alpha / beta): -3.93 / -4.15 eV


Record 5
Entry from the OMol25 dataset: a molecular structure, C31H40MgN6O2PS3 (ωB97M-V/def2-TZVPD).

```
84
Properties=species:S:1:pos:R:3:mulliken_charge:R:1
Mg 0.939 -0.748 -0.950 0.50
C 1.180 -1.768 -3.988 -1.43
N 1.684 -0.721 -3.099 0.95
C 1.453 0.600 -3.672 -2.13
C 0.678 1.532 -2.775 1.02
C 0.388 2.817 -3.207 -0.95
C -0.440 3.615 -2.434 -0.87
C -0.933 3.107 -1.236 -1.21
C -0.550 1.831 -0.869 -0.64
N 0.232 1.063 -1.613 1.09
C 3.101 -0.929 -2.818 -1.28
C 3.502 -0.315 -1.509 0.93
C 4.364 0.757 -1.384 -0.83
C 4.725 1.177 -0.096 -0.58
C 4.252 0.479 0.987 -0.72
C 3.329 -0.563 0.778 -0.45
N 2.997 -0.966 -0.460 -0.55
C 0.975 -3.106 -3.326 0.85
C -0.264 -3.732 -3.414 -0.59
C -0.428 -4.990 -2.860 -0.49
C 0.653 -5.579 -2.220 -0.49
C 1.844 -4.878 -2.183 -0.51
N 2.018 -3.686 -2.736 -0.37
H 1.869 -1.887 -4.844 0.42
H 0.207 -1.455 -4.372 0.54
H 0.886 0.509 -4.611 0.63
H 2.408 1.080 -3.930 0.45
H 0.797 3.176 -4.143 0.51
H -0.696 4.613 -2.751 0.42
H -1.602 3.678 -0.619 0.61
H -0.865 1.402 0.071 0.63
H 3.726 -0.556 -3.646 0.53
H 3.248 -2.008 -2.709 0.39
H 4.770 1.251 -2.254 0.42
H 5.391 2.018 0.033 0.40
H 4.534 0.751 1.993 0.46
H 3.067 -1.232 1.585 0.64
H -1.088 -3.243 -3.904 0.33
H -1.378 -5.496 -2.917 0.41
H 0.570 -6.553 -1.764 0.41
H 2.723 -5.288 -1.698 0.40
S -0.988 -1.387 4.648 -0.42
C -0.187 -0.724 3.463 0.49
N 0.470 -0.460 2.506 -0.22
C -2.997 1.071 2.422 -0.52
C -3.293 2.534 2.110 0.77
C -4.271 2.652 0.940 -1.49
O -2.142 3.272 1.758 -0.34
P -0.615 3.099 2.445 0.41
S 0.368 4.331 1.218 -0.63
S 1.161 0.496 1.400 -0.17
O -0.875 4.034 3.849 -0.38
C -0.592 3.609 5.160 0.53
C -1.875 3.155 5.863 -1.24
C 0.470 2.513 5.217 -1.15
H -3.914 0.548 2.686 0.53
H -2.308 1.016 3.263 -0.23
H -2.539 0.577 1.563 -0.16
H -3.747 3.002 3.003 0.21
H -3.850 2.179 0.056 0.14
H -4.459 3.699 0.715 0.37
H -5.210 2.162 1.187 0.46
H -0.211 4.506 5.680 0.24
H -2.272 2.275 5.362 0.13
H -2.624 3.944 5.830 0.31
H -1.673 2.909 6.903 0.46
H 0.117 1.634 4.683 0.05
H 0.689 2.242 6.249 0.50
H 1.378 2.866 4.728 0.31
C 0.742 -3.425 0.741 -1.34
C -0.512 -3.046 0.026 0.69
C -1.733 -3.676 0.034 -1.15
C -2.579 -2.925 -0.809 -1.15
C -1.820 -1.886 -1.292 0.42
C -2.259 -0.799 -2.217 -0.86
N -0.555 -1.953 -0.787 1.71
H 0.655 -4.438 1.127 0.46
H 0.933 -2.749 1.577 -0.05
H 1.584 -3.377 0.050 0.10
H -1.990 -4.565 0.588 0.52
H -3.619 -3.110 -1.028 0.53
H -3.103 -1.144 -2.816 0.52
H -1.440 -0.502 -2.871 0.04
H -2.580 0.086 -1.664 -0.27
```

Values from the calculation:
ΔE to the lowest compared entry with this formula, charge and spin: 93.16 kcal/mol
net charge: -1
E_HOMO: -3.35 eV